2 unconnected molecules or ions with the total composition C2H7NS2 in a non-equilibrium geometry. Source: the OMol25 dataset; level of theory: wB97M-V/def2-TZVPD.

Properties
LUMO   0.36 eV
Structure (SMILES)   C=NC.SS
Total energy   -25346.57864 eV
F_max   4.2 eV Å⁻¹
ΔE to the lowest compared entry with this formula, charge and spin   33.9 kcal/mol
Frontier orbital gap   9.57 eV

CARTESIAN COORDINATES (ANGSTROEM)
C 0.069 -1.217 0.063
N 0.697 -0.170 -0.463
C 0.672 -0.035 -1.920
H -0.335 -1.287 1.111
H -0.245 -2.038 -0.617
H -0.065 0.759 -2.049
H 0.283 -0.925 -2.513
H 1.666 0.238 -2.318
S -0.852 2.103 1.459
S -1.317 0.709 2.988
H -0.424 1.115 0.601
H -0.149 0.748 3.658

Mulliken population analysis, charges in e, atoms 1 to 5: atom 1 (C): -0.104, atom 2 (N): -0.415, atom 3 (C): -0.618, atom 4 (H): 0.208, atom 5 (H): 0.212

---

A molecular structure, AgFH12O6 in a non-equilibrium geometry. Source: the OMol25 dataset; level of theory: wB97M-V/def2-TZVPD.

Properties
LUMO (spin up / spin down)   -5.69 / -9.79 eV
Charge   +1
Total energy   -19177.23025 eV
<S²>   0.754
2S+1   2
F_max   16.4 eV Å⁻¹
ΔE to the lowest compared entry with this formula, charge and spin   163.1 kcal/mol
Frontier orbital gap (spin up / spin down)   9.73 / 4.24 eV

CARTESIAN COORDINATES (ANGSTROEM)
Ag -1.456 -1.756 -0.111
F -0.367 -0.334 -0.376
O -0.245 1.888 -0.502
H -0.094 0.943 -0.512
H 0.568 2.257 -0.157
O -0.336 -0.034 -2.579
H -0.612 -0.137 -1.669
H 0.166 -0.826 -2.769
O -0.994 0.809 1.682
H -1.004 0.575 0.754
H -1.406 1.673 1.716
O 1.175 -0.315 1.252
H 0.675 -0.504 0.458
H 0.514 -0.067 1.898
O 1.602 0.561 -0.933
H 1.291 1.303 -1.452
H 0.995 -0.149 -1.143
O -0.439 -2.011 1.214
H 0.120 -1.245 1.344
H -0.154 -2.632 1.884

Mulliken population analysis, charges in e, atoms 1 to 5: atom 1 (Ag): 1.168, atom 2 (F): -0.702, atom 3 (O): -0.745, atom 4 (H): 0.716, atom 5 (H): 0.291

---

A molecular structure, C26H21AsCl5N3O2SV. Source: the OMol25 dataset; level of theory: wB97M-V/def2-TZVPD.

Properties
LUMO (spin up / spin down)   -0.56 / -0.66 eV
Total energy   -195846.17369 eV
<S²>   3.763
2S+1   4
F_max   0.7 eV Å⁻¹
ΔE to the lowest compared entry with this formula, charge and spin   8.2 kcal/mol
Frontier orbital gap (spin up / spin down)   5.39 / 5.82 eV

CARTESIAN COORDINATES (ANGSTROEM)
V 0.272 0.158 0.370
C 3.246 -2.970 -0.639
C 2.555 -1.751 -0.575
N 1.505 -1.581 0.201
C 1.039 -2.623 0.927
C 1.671 -3.872 0.932
C 2.814 -4.023 0.123
C 1.120 -4.937 1.718
C -0.020 -4.764 2.418
C -0.715 -3.510 2.402
C -1.944 -3.302 3.057
C -2.562 -2.084 2.960
C -1.946 -1.061 2.224
N -0.786 -1.227 1.624
C -0.178 -2.435 1.686
H 4.107 -3.060 -1.285
H 2.851 -0.884 -1.155
H 3.333 -4.973 0.103
H 1.633 -5.890 1.726
H -0.439 -5.577 2.998
H -2.395 -4.110 3.620
H -3.514 -1.897 3.435
H -2.397 -0.082 2.106
Cl 0.690 5.779 -3.424
C 0.150 4.578 -2.302
C -1.041 4.745 -1.619
Cl -2.005 6.160 -1.867
C -1.468 3.756 -0.722
Cl -2.967 3.921 0.131
C -0.726 2.597 -0.497
O -1.111 1.644 0.318
C 0.525 2.434 -1.189
O 1.220 1.349 -0.964
C 0.923 3.429 -2.082
Cl 2.414 3.188 -2.930
C -2.769 -1.129 -4.425
As -1.839 -0.028 -3.141
C -3.105 1.328 -2.631
C -0.455 0.872 -4.137
S -1.122 -1.197 -1.567
H -3.130 -0.522 -5.253
H -3.602 -1.615 -3.921
H -2.082 -1.892 -4.785
H -3.509 1.808 -3.522
H -2.597 2.058 -2.008
H -3.902 0.859 -2.057
H -0.885 1.367 -5.007
H 0.281 0.134 -4.447
H 0.020 1.603 -3.483
Cl 0.919 4.310 4.168
C 1.540 2.796 3.617
C 2.671 2.247 4.191
C 3.118 1.028 3.707
C 2.430 0.425 2.671
N 1.343 0.968 2.118
C 0.891 2.131 2.588
H 3.184 2.764 4.990
H 3.995 0.552 4.122
H 2.756 -0.521 2.257
H -0.007 2.530 2.128

Mulliken population analysis, charges in e, atoms 1 to 5: atom 1 (V): 0.584, atom 2 (C): -0.823, atom 3 (C): -0.623, atom 4 (N): 0.501, atom 5 (C): -0.077

---

A molecular structure, C24H36CaNO21 in a non-equilibrium geometry. Source: the OMol25 dataset; level of theory: wB97M-V/def2-TZVPD.

Properties
LUMO   -8.62 eV
Charge   +1
Total energy   -88381.79499 eV
F_max   6.3 eV Å⁻¹
ΔE to the lowest compared entry with this formula, charge and spin   303.6 kcal/mol
Frontier orbital gap   2.50 eV

CARTESIAN COORDINATES (ANGSTROEM)
Ca 6.025 -0.143 1.896
N 1.796 0.406 0.230
O 2.264 -0.634 0.655
O 2.629 1.303 0.142
O 0.599 0.601 0.096
C -1.286 2.394 6.293
C -1.760 2.175 4.875
C -2.926 1.323 4.604
O -3.902 2.046 3.894
C -3.478 3.322 3.753
O -4.049 4.209 3.176
O -2.288 3.431 4.388
H -0.466 3.108 6.372
H -0.907 1.437 6.651
H -2.113 2.750 6.907
H -0.909 1.899 4.252
H -3.316 0.808 5.482
H -2.597 0.541 3.919
C 4.325 -2.184 -6.954
C 3.101 -2.758 -6.309
C 2.358 -1.845 -5.357
O 1.035 -1.928 -5.826
C 0.893 -2.559 -6.971
O -0.188 -2.738 -7.494
O 2.152 -3.127 -7.328
H 4.046 -1.387 -7.643
H 4.899 -2.903 -7.539
H 5.084 -1.927 -6.215
H 3.415 -3.680 -5.821
H 2.700 -0.809 -5.354
H 2.500 -2.241 -4.351
C -3.775 -5.497 -1.515
C -3.380 -4.653 -0.300
C -4.458 -3.652 0.156
O -4.725 -3.959 1.509
C -3.885 -5.007 1.899
O -3.801 -5.467 3.062
O -3.215 -5.485 0.891
H -4.055 -4.921 -2.397
H -4.685 -6.015 -1.214
H -3.110 -6.334 -1.728
H -2.448 -4.119 -0.489
H -5.388 -3.661 -0.412
H -3.976 -2.674 0.162
C 1.199 6.604 -0.220
C 2.070 7.705 -0.733
C 3.478 7.302 -0.926
O 3.771 8.015 -2.141
C 2.656 8.382 -2.778
O 2.612 9.119 -3.826
O 1.609 8.027 -2.020
H 0.233 6.954 0.144
H 1.689 6.141 0.636
H 1.153 5.856 -1.011
H 2.133 8.609 -0.128
H 3.709 6.236 -0.942
H 4.110 7.644 -0.106
C 3.460 -7.098 8.475
C 2.830 -6.303 7.312
C 1.637 -5.453 7.741
O 2.058 -4.173 7.228
C 3.238 -4.148 6.749
O 3.704 -3.154 6.157
O 3.832 -5.318 6.926
H 4.463 -7.448 8.227
H 2.827 -7.985 8.438
H 3.377 -6.748 9.504
H 2.524 -7.035 6.565
H 1.429 -5.395 8.810
H 0.742 -5.820 7.240
C -3.362 3.777 -3.970
C -2.577 2.843 -4.821
C -3.281 2.346 -6.075
O -2.373 2.471 -7.133
C -1.411 3.251 -6.783
O -0.450 3.598 -7.460
O -1.484 3.536 -5.392
H -3.418 4.773 -4.411
H -2.730 3.936 -3.096
H -4.268 3.218 -3.737
H -2.183 2.027 -4.215
H -4.142 2.946 -6.372
H -3.598 1.318 -5.903

Mulliken population analysis, charges in e, atoms 1 to 5: atom 1 (Ca): 1.820, atom 2 (N): 1.050, atom 3 (O): -0.646, atom 4 (O): -0.653, atom 5 (O): -0.573

---

A molecular structure, C6H18FN5O18P2S in a non-equilibrium geometry. Source: the OMol25 dataset; level of theory: wB97M-V/def2-TZVPD.

Properties
LUMO   -0.42 eV
Total energy   -82935.88562 eV
F_max   3.0 eV Å⁻¹
Frontier orbital gap   9.16 eV

CARTESIAN COORDINATES (ANGSTROEM)
O 1.368 -0.347 -0.359
C 1.067 -0.481 0.750
O 1.933 -0.047 1.731
P 1.569 1.651 1.885
P 2.860 2.544 3.403
O 4.264 2.498 2.966
O 2.294 4.076 3.623
O 2.667 1.821 4.881
O -0.167 -1.020 1.162
S -0.235 -2.644 1.022
O 0.897 -3.132 0.326
O -1.490 -2.964 0.450
F -0.229 -3.163 2.530
H 0.245 1.667 2.426
H 1.337 3.998 3.373
H 3.504 1.383 5.116
C 2.718 5.181 -0.777
N 1.883 4.090 -0.210
O 1.806 3.059 -0.841
O 1.334 4.320 0.857
H 3.140 4.843 -1.718
H 2.072 6.042 -0.930
H 3.503 5.401 -0.057
C -1.348 -6.071 -1.167
N -1.661 -7.478 -0.802
O -0.728 -8.220 -0.566
O -2.838 -7.786 -0.767
H -0.270 -5.939 -1.159
H -1.752 -5.891 -2.166
H -1.820 -5.428 -0.428
C -0.133 0.143 -3.001
N -1.327 0.828 -3.568
O -1.315 2.043 -3.598
O -2.232 0.119 -3.963
H 0.587 0.893 -2.691
H -0.466 -0.445 -2.150
H 0.280 -0.492 -3.780
C -0.159 6.878 5.175
N -0.276 5.852 4.106
O -0.552 6.231 2.990
O -0.083 4.692 4.435
H -0.355 7.854 4.742
H -0.894 6.639 5.940
H 0.853 6.825 5.569
C -3.613 -5.322 -5.133
N -2.497 -6.230 -4.757
O -2.489 -7.339 -5.241
O -1.664 -5.787 -3.982
H -4.270 -5.845 -5.820
H -4.141 -5.056 -4.219
H -3.178 -4.445 -5.604

Mulliken population analysis, charges in e, atoms 1 to 5: atom 1 (O): -0.319, atom 2 (C): 0.472, atom 3 (O): -0.361, atom 4 (P): 0.211, atom 5 (P): 1.046

---

10 unconnected molecules or ions with the total composition C20H45N3O7S in a non-equilibrium geometry. Source: the OMol25 dataset; level of theory: wB97M-V/def2-TZVPD.

Properties
LUMO   0.18 eV
Total energy   -51102.88341 eV
F_max   3.6 eV Å⁻¹
ΔE to the lowest compared entry with this formula, charge and spin   102.7 kcal/mol
Frontier orbital gap   8.43 eV

CARTESIAN COORDINATES (ANGSTROEM)
C 2.514 3.749 1.241
O 2.122 2.739 0.244
H 3.394 3.427 1.797
H 2.751 4.608 0.613
H 1.703 4.061 1.899
H 2.094 1.888 0.688
C -3.397 3.364 0.518
O -2.913 4.212 1.517
H -2.975 3.581 -0.463
H -3.283 2.318 0.804
H -4.480 3.453 0.436
H -3.172 5.125 1.374
C -1.115 1.431 3.203
O -1.056 0.798 4.458
H -0.718 0.796 2.411
H -2.137 1.592 2.860
H -0.543 2.357 3.152
H -0.734 1.460 5.073
C -4.563 -0.570 0.503
O -5.826 -1.050 0.537
H -3.895 -0.975 -0.257
H -4.525 0.512 0.379
H -4.055 -0.715 1.457
H -6.037 -1.641 1.264
C -0.671 1.390 -0.715
O -1.864 0.920 -1.302
H -0.162 0.542 -0.256
H -0.081 1.926 -1.458
H -0.907 2.064 0.108
H -1.633 0.382 -2.064
C 1.448 3.998 -3.172
O 2.423 4.197 -2.205
H 1.386 4.879 -3.811
H 1.646 3.101 -3.757
H 0.476 3.880 -2.693
H 2.167 3.787 -1.375
N 2.431 -1.377 -0.973
C 3.448 -1.411 -1.950
C 3.324 -2.620 -2.515
C 2.167 -3.224 -2.096
C 1.599 -2.457 -1.079
H 2.375 -0.620 -0.307
H 4.193 -0.630 -1.999
H 3.980 -2.955 -3.304
H 1.774 -4.172 -2.433
H 0.753 -2.677 -0.445
N -1.559 -3.529 0.805
C -1.248 -2.251 1.217
C -1.237 -2.176 2.617
C -1.495 -3.448 3.031
C -1.640 -4.288 1.922
H -1.783 -3.873 -0.118
H -1.109 -1.486 0.467
H -1.032 -1.310 3.230
H -1.520 -3.869 4.026
H -1.860 -5.337 1.787
N 0.167 -1.246 -3.435
C 0.051 -0.416 -4.495
C -1.258 -0.167 -4.738
C -2.006 -0.871 -3.777
C -1.096 -1.557 -2.989
H 1.029 -1.646 -3.092
H 1.033 -0.113 -4.825
H -1.757 0.512 -5.414
H -3.082 -0.855 -3.684
H -1.156 -2.240 -2.154
C 4.426 -0.796 2.635
S 2.596 -0.670 2.460
O 2.330 0.064 1.150
C 2.358 -2.499 2.361
H 4.608 -1.482 3.462
H 4.931 0.134 2.896
H 4.878 -1.259 1.757
H 2.788 -3.077 3.178
H 2.898 -2.857 1.485
H 1.322 -2.836 2.327

Mulliken population analysis, charges in e, atoms 1 to 5: atom 1 (C): -0.632, atom 2 (O): -0.386, atom 3 (H): 0.278, atom 4 (H): 0.275, atom 5 (H): 0.253

---

2 unconnected molecules or ions with the total composition C3H4N2OS in a non-equilibrium geometry. Source: the OMol25 dataset; level of theory: wB97M-V/def2-TZVPD.

Properties
LUMO   0.35 eV
Structure (SMILES)   N#[N+][S-].CC=C=O
Total energy   -19036.06848 eV
F_max   7.3 eV Å⁻¹
ΔE to the lowest compared entry with this formula, charge and spin   68.7 kcal/mol
Frontier orbital gap   8.92 eV

CARTESIAN COORDINATES (ANGSTROEM)
N -3.644 3.087 -1.803
N -3.133 2.664 -0.858
S -2.634 2.238 0.498
C -0.177 -0.179 0.084
C 0.302 1.074 0.841
C 0.262 2.289 0.298
O 0.312 3.211 -0.384
H 0.783 -0.671 -0.351
H -0.745 0.089 -0.738
H -0.607 -0.819 0.824
H 0.933 0.912 1.692

Mulliken population analysis, charges in e, atoms 1 to 5: atom 1 (N): -0.240, atom 2 (N): 0.299, atom 3 (S): -0.045, atom 4 (C): -0.883, atom 5 (C): -0.599